1.
{"formula": "C4H11Cl2N2O2", "method": "the ωB97M-V functional and the def2-TZVPD basis", "species": ["C", "C", "C", "C", "N", "N", "O", "O", "Cl", "Cl", "H", "H", "H", "H", "H", "H", "H", "H", "H", "H", "H"], "coordinates": [[0.052, -0.022, -1.455], [0.834, -1.012, 0.732], [-0.020, 0.047, 0.075], [-1.554, 0.105, 0.596], [0.709, -2.204, 0.060], [0.621, 1.445, 0.399], [-1.445, 0.282, 1.965], [-2.080, 1.209, -0.088], [2.752, -0.383, 0.393], [-2.167, -1.452, -0.012], [0.034, 0.997, -1.699], [1.004, -0.431, -1.587], [-0.709, -0.557, -2.037], [0.817, -1.174, 1.769], [0.464, -2.209, -0.888], [1.329, -3.057, 0.281], [0.788, 1.987, -0.457], [1.652, 1.162, 0.710], [0.136, 2.020, 1.130], [-2.291, 0.713, 2.296], [-3.062, 1.343, 0.145]], "mulliken_charge": [-1.61, -0.10, 0.08, 0.49, -0.33, -0.23, -0.47, -0.52, -0.31, -0.11, 0.47, 0.63, 0.29, 0.48, 0.18, 0.29, 0.30, 0.31, 0.38, 0.39, 0.40], "smiles": "C[C@]([NH3+])([C@@H](N)Cl)C(O)(O)Cl", "lumo_ev": -3.17, "molar_mass_g_mol": 190.05, "de_lowest_kj_mol": 122.14, "orbital_gap_ev": 10.41, "charge": 1}

2.
{"formula": "C4H11F2N2", "method": "the ωB97M-V functional and the def2-TZVPD basis", "species": ["C", "C", "C", "C", "N", "N", "F", "F", "H", "H", "H", "H", "H", "H", "H", "H", "H", "H", "H"], "coordinates": [[-2.988, -0.787, -1.554], [1.386, 0.882, 1.371], [1.799, -0.585, 1.095], [-1.492, -0.861, -1.267], [2.121, -1.350, 2.079], [0.685, 1.366, 0.107], [-0.828, 0.104, -1.963], [-1.240, -0.592, 0.108], [-3.489, -1.349, -0.678], [-3.197, -1.112, -2.494], [-3.206, 0.236, -1.507], [2.380, 1.456, 1.443], [0.718, 1.046, 2.295], [-1.026, -1.822, -1.543], [2.191, -1.070, 3.010], [2.560, -2.210, 1.907], [-0.199, 0.778, 0.085], [1.323, 0.900, -0.568], [0.552, 2.345, 0.068]], "mulliken_charge": [-1.15, -0.31, -0.57, 0.52, -0.07, -0.19, -0.30, -0.38, 0.31, 0.37, 0.34, 0.33, 0.35, 0.27, 0.21, 0.28, 0.29, 0.39, 0.32], "lumo_ev": -2.84, "molar_mass_g_mol": 125.14, "orbital_gap_ev": 9.91, "charge": 1}

3.
{"formula": "C4H11F3InNO", "method": "the ωB97M-V functional and the def2-TZVPD basis", "species": ["In", "F", "F", "F", "C", "C", "C", "O", "C", "N", "H", "H", "H", "H", "H", "H", "H", "H", "H", "H", "H"], "coordinates": [[24.614, -0.853, 23.169], [24.395, -1.027, 25.308], [26.258, -2.201, 23.469], [24.417, -2.868, 23.870], [21.632, -1.570, 20.037], [23.020, -1.277, 20.748], [22.886, 0.189, 21.250], [24.046, 0.691, 21.909], [24.292, 2.121, 21.595], [22.986, -2.077, 21.996], [21.478, -2.549, 19.582], [21.643, -0.842, 19.226], [20.712, -1.356, 20.581], [23.908, -1.450, 20.140], [22.037, 0.277, 21.929], [22.633, 0.777, 20.368], [25.051, 2.555, 22.246], [23.364, 2.683, 21.702], [24.763, 2.278, 20.625], [23.179, -3.024, 21.703], [22.035, -2.092, 22.338]], "mulliken_charge": [1.69, -0.66, -0.63, -0.73, -1.35, 0.21, -0.81, -0.43, -0.71, -0.45, 0.40, 0.38, 0.37, 0.34, 0.33, 0.59, 0.30, 0.33, 0.32, 0.24, 0.26], "lumo_ev": -1.03, "molar_mass_g_mol": 260.95, "de_lowest_kj_mol": 0.00, "orbital_gap_ev": 6.19}

4.
{"formula": "C4H11FNO4PS2", "method": "the ωB97M-V functional and the def2-TZVPD basis", "species": ["C", "C", "P", "C", "N", "S", "C", "O", "O", "S", "O", "O", "F", "H", "H", "H", "H", "H", "H", "H", "H", "H", "H", "H"], "coordinates": [[2.866, -0.118, 0.821], [1.442, 0.324, 0.456], [0.407, -1.186, 0.412], [0.930, -1.973, -1.162], [-1.248, -0.605, -0.041], [-1.504, 0.633, -1.198], [-1.330, 2.166, -0.310], [-0.400, 0.491, -2.095], [-2.842, 0.523, -1.670], [-2.164, -0.662, 1.355], [-1.546, 0.107, 2.378], [-2.627, -1.978, 1.568], [-3.383, 0.186, 0.883], [3.527, 0.745, 0.880], [2.881, -0.631, 1.784], [3.273, -0.811, 0.083], [1.439, 0.837, -0.506], [1.064, 0.997, 1.229], [0.081, -2.094, -1.828], [1.680, -1.374, -1.676], [1.341, -2.956, -0.934], [-0.377, 2.598, -0.598], [-1.339, 1.989, 0.765], [-2.172, 2.790, -0.596]], "mulliken_charge": [-1.38, -0.29, 0.11, -1.06, -0.09, 1.26, -1.04, -0.59, -0.62, 1.04, -0.54, -0.54, -0.21, 0.37, 0.39, 0.33, 0.37, 0.33, 0.36, 0.32, 0.37, 0.39, 0.30, 0.42], "lumo_ev": 0.60, "molar_mass_g_mol": 251.24, "orbital_gap_ev": 10.21}

5.
{"formula": "C4H11IN", "method": "the ωB97M-V functional and the def2-TZVPD basis", "species": ["C", "C", "C", "C", "N", "I", "H", "H", "H", "H", "H", "H", "H", "H", "H", "H", "H"], "coordinates": [[0.020, -0.022, -0.691], [-0.725, -0.678, -2.955], [-0.701, -2.263, -1.235], [0.994, 1.192, -1.081], [-0.406, -1.098, -1.628], [2.099, 0.669, 3.844], [-1.004, 0.337, -0.424], [0.571, -0.368, 0.161], [1.461, 1.901, -0.263], [-1.547, 0.030, -2.996], [0.084, -0.244, -3.483], [-0.960, -1.471, -3.574], [-0.971, -3.097, -1.888], [-0.569, -2.627, -0.219], [1.898, 0.841, -1.656], [0.514, 1.905, -1.783], [2.580, 0.762, 5.426]], "mulliken_charge": [-0.44, -0.94, 0.00, -1.13, 0.15, -0.11, 0.34, 0.40, 0.31, 0.38, 0.36, 0.36, 0.24, 0.28, 0.35, 0.33, 0.12], "lumo_ev": -4.99, "molar_mass_g_mol": 200.04, "de_lowest_kj_mol": 157.49, "orbital_gap_ev": 7.41, "charge": 1}

6.
{"formula": "C4H11IN2", "method": "the ωB97M-V functional and the def2-TZVPD basis", "species": ["C", "C", "C", "C", "N", "N", "I", "H", "H", "H", "H", "H", "H", "H", "H", "H", "H", "H"], "coordinates": [[-0.890, -0.815, 0.746], [0.220, 1.366, 1.161], [-0.833, 0.856, -1.094], [-0.048, 0.323, 0.095], [0.776, -2.031, -0.969], [1.292, -0.335, -0.122], [2.763, 0.448, -1.190], [-0.183, -1.399, 1.290], [-1.614, -0.421, 1.391], [-1.415, -1.338, 0.031], [0.345, 2.452, 0.833], [1.049, 1.078, 1.716], [-0.556, 1.454, 1.842], [-1.029, 0.086, -1.835], [-1.920, 1.211, -0.631], [-0.447, 1.767, -1.444], [1.056, -2.473, -0.082], [1.435, -2.229, -1.738]], "mulliken_charge": [-1.93, -1.83, -1.53, 2.22, -0.54, -0.71, 0.08, 0.46, 0.52, 0.42, 0.35, 0.52, 0.39, 0.36, 0.27, 0.46, 0.24, 0.25], "lumo_ev": [-0.07, -0.07], "molar_mass_g_mol": 214.05, "de_lowest_kj_mol": 207.10, "orbital_gap_ev": [8.57, 8.57]}

7.
{"formula": "C4H11IN3", "method": "the ωB97M-V functional and the def2-TZVPD basis", "species": ["C", "C", "C", "C", "N", "N", "N", "I", "H", "H", "H", "H", "H", "H", "H", "H", "H", "H", "H"], "coordinates": [[1.521, -1.837, 0.998], [-1.189, -0.677, -0.884], [2.040, -0.659, 0.883], [-0.145, 2.173, 0.952], [-1.083, 0.576, -0.622], [-2.169, -1.257, -1.665], [0.084, 0.985, 0.079], [3.135, -0.262, -0.998], [1.046, -2.055, 1.930], [1.610, -2.651, 0.262], [-0.405, -1.379, -0.377], [2.144, 0.098, 1.623], [-0.769, 1.921, 1.915], [0.888, 2.506, 1.107], [-0.668, 3.078, 0.447], [-1.656, 1.222, -1.098], [-2.362, -2.331, -1.888], [-2.890, -0.708, -2.124], [0.871, 1.256, -0.540]], "mulliken_charge": [-0.97, 0.40, -0.14, -0.92, -0.22, -0.39, -0.09, 0.06, 0.30, 0.41, 0.15, 0.43, 0.28, 0.35, 0.34, 0.26, 0.28, 0.23, 0.23], "lumo_ev": -3.47, "molar_mass_g_mol": 228.06, "de_lowest_kj_mol": 242.75, "orbital_gap_ev": 9.04, "charge": 1}

8.
{"formula": "C4H11INO", "method": "the ωB97M-V functional and the def2-TZVPD basis", "species": ["C", "C", "C", "C", "N", "O", "I", "H", "H", "H", "H", "H", "H", "H", "H", "H", "H", "H"], "coordinates": [[-1.318, -0.981, -0.889], [-0.115, -0.085, 1.011], [0.351, 0.840, -1.285], [0.012, -0.369, -0.519], [1.026, 1.768, -0.725], [2.953, 1.230, 1.043], [3.805, -0.291, -0.029], [-1.764, -0.478, -1.790], [-2.058, -0.870, -0.026], [-1.239, -2.131, -1.089], [-1.093, 0.480, 1.188], [-0.248, -1.012, 1.431], [0.800, 0.279, 1.481], [0.245, 0.820, -2.392], [0.820, -1.127, -0.671], [2.849, 0.917, 1.968], [1.287, 1.678, 0.274], [1.434, 2.631, -1.007]], "mulliken_charge": [-1.19, -1.62, -0.14, 0.83, -0.07, -0.72, 0.36, 0.36, 0.30, 0.29, 0.39, 0.49, 0.35, 0.36, 0.19, 0.37, 0.18, 0.26], "lumo_ev": -4.91, "molar_mass_g_mol": 216.04, "de_lowest_kj_mol": 174.11, "orbital_gap_ev": 8.71, "charge": 1}

9.
{"formula": "C4H11N2", "method": "the ωB97M-V functional and the def2-TZVPD basis", "species": ["C", "N", "H", "H", "H", "H", "C", "C", "N", "C", "H", "H", "H", "H", "H", "H", "H"], "coordinates": [[-1.671, 2.128, 0.698], [-0.468, 2.137, 0.301], [-2.210, 1.182, 0.726], [-2.202, 3.026, 1.009], [-0.087, 3.083, 0.312], [0.122, 0.659, -0.384], [-0.792, -2.241, 0.331], [-0.005, -1.200, 0.503], [0.424, -0.339, -0.604], [1.892, -0.364, -0.817], [-1.271, -2.441, -0.620], [-0.943, -2.924, 1.154], [0.518, -0.984, 1.425], [-0.074, -0.624, -1.449], [2.146, 0.141, -1.743], [2.370, 0.151, 0.012], [2.249, -1.389, -0.856]], "mulliken_charge": [-0.24, -0.49, 0.21, 0.27, 0.19, 0.39, -0.72, -0.05, -0.03, -0.94, 0.22, 0.28, 0.40, 0.40, 0.37, 0.37, 0.37], "lumo_ev": -2.74, "molar_mass_g_mol": 87.15, "de_lowest_kj_mol": 191.88, "orbital_gap_ev": 11.99, "charge": 1}

10.
{"formula": "C4H11N2", "method": "the ωB97M-V functional and the def2-TZVPD basis", "species": ["C", "C", "C", "C", "N", "N", "H", "H", "H", "H", "H", "H", "H", "H", "H", "H", "H"], "coordinates": [[-0.057, -1.491, 1.932], [-0.866, -1.848, 2.875], [-1.069, 1.312, -1.701], [0.371, 0.834, -1.673], [0.746, -1.350, 1.036], [1.082, 0.864, -0.399], [0.439, -0.212, -2.097], [-0.789, -1.563, 3.897], [-1.712, -2.430, 2.721], [-1.333, 1.379, -2.851], [-1.245, 2.223, -1.232], [-1.708, 0.448, -1.188], [0.989, 1.576, -2.279], [1.494, -1.976, 0.974], [0.780, 1.621, 0.237], [2.016, 0.960, -0.602], [0.862, -0.348, 0.353]], "mulliken_charge": [0.64, -0.81, -1.02, -0.31, -0.24, -0.58, 0.24, 0.28, 0.29, 0.28, 0.40, 0.26, 0.33, 0.26, 0.28, 0.28, 0.42], "lumo_ev": -3.38, "molar_mass_g_mol": 87.15, "de_lowest_kj_mol": 291.98, "orbital_gap_ev": 10.90, "charge": 1}

11.
{"formula": "C4H11N2", "method": "the ωB97M-V functional and the def2-TZVPD basis", "species": ["C", "C", "C", "C", "N", "N", "H", "H", "H", "H", "H", "H", "H", "H", "H", "H", "H"], "coordinates": [[1.217, -0.990, 0.503], [-0.845, 1.118, -1.339], [1.164, -2.205, -0.333], [0.871, 1.296, 0.944], [0.528, 0.058, 0.255], [-2.112, 1.181, -0.590], [2.043, -1.009, 1.380], [-0.689, 0.077, -1.878], [2.071, -2.132, -0.941], [0.283, -2.317, -0.781], [1.282, -3.046, 0.353], [0.762, 2.137, 0.390], [0.071, 1.260, 1.818], [1.834, 1.406, 1.432], [-1.724, 1.649, 0.321], [-2.394, 0.201, -0.411], [-2.675, 1.609, -1.275]], "mulliken_charge": [0.14, -0.33, -1.15, -1.17, -0.09, -0.17, 0.29, 0.19, 0.30, 0.37, 0.35, 0.40, 0.37, 0.37, 0.42, 0.36, 0.36], "lumo_ev": -4.80, "molar_mass_g_mol": 87.15, "de_lowest_kj_mol": 679.14, "orbital_gap_ev": 9.16, "charge": 1}

12.
{"formula": "C4H11N2", "method": "the ωB97M-V functional and the def2-TZVPD basis", "species": ["C", "C", "C", "C", "N", "N", "H", "H", "H", "H", "H", "H", "H", "H", "H", "H", "H"], "coordinates": [[-0.128, -0.219, 1.465], [0.246, 1.064, 0.653], [0.307, -0.345, 0.042], [1.450, -1.183, -0.450], [-1.029, -0.459, -0.956], [-0.933, 1.735, 0.081], [0.580, -0.549, 2.153], [-1.207, -0.395, 1.780], [1.077, 1.567, 0.895], [2.205, -0.583, -0.985], [0.965, -1.968, -1.098], [2.115, -1.454, 0.418], [-1.458, -1.341, -0.776], [-1.433, 0.533, -0.765], [-0.879, 2.670, -0.423], [-1.804, 1.873, 0.666], [-0.587, -0.569, -1.889]], "mulliken_charge": [-0.87, -0.29, 0.83, -1.22, -0.43, -0.66, 0.30, 0.24, 0.41, 0.32, 0.36, 0.32, 0.33, 0.45, 0.26, 0.31, 0.34], "smiles": "C[C@@]1([NH3+])C[C@@H]1N", "lumo_ev": -3.02, "molar_mass_g_mol": 87.15, "de_lowest_kj_mol": 264.55, "orbital_gap_ev": 11.39, "charge": 1}

Repeat the eighth record exactly.
{"formula": "C4H11INO", "method": "the ωB97M-V functional and the def2-TZVPD basis", "species": ["C", "C", "C", "C", "N", "O", "I", "H", "H", "H", "H", "H", "H", "H", "H", "H", "H", "H"], "coordinates": [[-1.318, -0.981, -0.889], [-0.115, -0.085, 1.011], [0.351, 0.840, -1.285], [0.012, -0.369, -0.519], [1.026, 1.768, -0.725], [2.953, 1.230, 1.043], [3.805, -0.291, -0.029], [-1.764, -0.478, -1.790], [-2.058, -0.870, -0.026], [-1.239, -2.131, -1.089], [-1.093, 0.480, 1.188], [-0.248, -1.012, 1.431], [0.800, 0.279, 1.481], [0.245, 0.820, -2.392], [0.820, -1.127, -0.671], [2.849, 0.917, 1.968], [1.287, 1.678, 0.274], [1.434, 2.631, -1.007]], "mulliken_charge": [-1.19, -1.62, -0.14, 0.83, -0.07, -0.72, 0.36, 0.36, 0.30, 0.29, 0.39, 0.49, 0.35, 0.36, 0.19, 0.37, 0.18, 0.26], "lumo_ev": -4.91, "molar_mass_g_mol": 216.04, "de_lowest_kj_mol": 174.11, "orbital_gap_ev": 8.71, "charge": 1}

Q: What is the formula in the eighth record?
A: C4H11INO